ORCA calculation (ωB97M-V/def2-TZVPD) on C29H36O6 in the gas phase at a distorted geometry.

Cartesian coordinates (Å):
1 O 5.22 -0.87 2.15
2 O 1.33 0.38 -1.83
3 O 0.56 -2.17 -1.71
4 O -0.41 1.64 -2.50
5 O -1.32 -2.51 -0.56
6 O -2.04 5.14 2.58
7 C -2.12 3.30 1.08
8 C -2.35 -0.03 -1.35
9 C 1.19 -0.20 1.09
10 C -5.08 -1.05 -1.72
11 C 2.03 -4.06 -1.94
12 C 5.25 -2.35 2.29
13 C -4.28 -0.48 -2.94
14 C -4.62 -0.61 -0.34
15 C -1.61 2.08 0.69
16 C 2.10 0.89 1.23
17 C -0.74 1.31 1.45
18 C 3.61 1.02 -2.29
19 C 0.71 -3.61 -1.38
20 C -0.79 -0.20 -0.93
21 C -2.75 -0.59 -2.70
22 C -0.43 1.82 2.74
23 C -1.39 5.77 3.73
24 C -0.27 0.01 0.83
25 C -1.75 3.82 2.33
26 C 3.43 0.72 1.58
27 C -0.98 3.03 3.19
28 C 0.03 0.71 -1.82
29 C 2.16 1.24 -2.60
30 C 1.72 -1.49 1.28
31 C 3.94 -0.57 1.73
32 C 3.92 -2.93 1.75
33 C 3.09 -1.70 1.53
34 C -0.55 -1.70 -1.10
35 C -3.11 -0.59 -0.19
36 H 0.22 1.30 3.40
37 H 2.20 -3.59 -2.91
38 H -2.78 -0.01 0.68
39 H -4.99 -2.15 -1.77
40 H 1.88 2.29 -2.41
41 H -5.04 0.38 -0.08
42 H 4.04 -3.47 0.79
43 H -6.14 -0.82 -1.84
44 H -5.02 -1.30 0.42
45 H 4.16 1.53 1.72
46 H -2.58 1.05 -1.44
47 H -2.25 -0.04 -3.52
48 H -4.55 -1.04 -3.85
49 H 0.71 -3.79 -0.28
50 H 6.10 -2.76 1.73
51 H 3.43 -3.65 2.42
52 H -4.57 0.57 -3.13
53 H -1.83 5.38 4.65
54 H 1.90 1.03 -3.66
55 H 3.86 0.91 -1.24
56 H -1.60 6.85 3.62
57 H -2.46 -1.66 -2.78
58 H -0.31 5.57 3.71
59 H 5.33 -2.64 3.36
60 H 1.97 -5.15 -2.07
61 H -2.77 3.89 0.44
62 H 1.06 -2.36 1.26
63 H 4.15 1.89 -2.66
64 H 3.93 0.12 -2.82
65 H -0.80 3.38 4.19
66 H 2.89 -3.85 -1.29
67 H -1.85 1.72 -0.31
68 H -2.73 -1.61 -0.02
69 H -0.14 -4.23 -1.77
70 H 1.80 1.94 1.07
71 H -0.95 -0.83 1.11

ΔE to the lowest compared entry with this formula, charge and spin, kJ/mol: 0.00
Strongest force on any atom, Eh/bohr: 0.048
SMILES: CCOC(=O)C(C(=O)OCC)(C1CCCCC1)[C@H](c1ccc(OC)cc1)c1ccc2c(c1)CCO2
E_LUMO, eV: 0.700
Gap between HOMO and LUMO, eV: 8.7284